(1)
The following is a quantum chemistry calculation of 12 unconnected molecules or ions with the total composition C4H35N3O11 in a non-equilibrium geometry, from OMol25.

Positions of all 53 atoms, in Å:
C  2.15236  0.69345  0.41910
C  2.55414  1.31960  1.77949
C  1.22302  1.58962  2.65179
N  0.68524  0.32713  3.02175
N  0.76515  0.97257  0.07576
C  0.56002  1.20828  -1.38672
N  -0.72856  1.96733  -1.57609
H  2.43048  -0.42358  0.46796
H  2.74642  1.02368  -0.42035
H  3.18439  2.21357  1.66991
H  3.09890  0.63887  2.42828
H  0.65935  2.32526  2.11317
H  1.42047  2.23264  3.55938
H  -0.06206  0.14750  2.34051
H  0.35533  0.33514  3.96481
H  0.16183  0.19932  0.35436
H  1.39852  1.82950  -1.72270
H  0.50925  0.31749  -2.01822
H  -0.57483  2.94562  -1.75690
H  -1.18214  1.86373  -0.68625
H  -2.70310  -0.70876  -0.48305
H  -3.31690  -0.23110  0.95022
O  -2.77369  -0.02847  0.19372
H  1.59934  3.35511  0.33604
H  2.82208  4.07856  -0.52602
O  2.14850  4.16637  0.15115
H  -1.50362  2.74853  0.62960
H  -2.99393  2.92426  0.40385
O  -2.29077  3.09615  1.06040
H  0.74293  -2.66601  1.04815
H  1.89492  -3.56040  0.68553
O  1.15816  -3.09256  0.28399
H  -1.69267  -2.26126  -3.27738
H  -2.16601  -0.88805  -3.60968
O  -2.49365  -1.69313  -3.19866
H  1.59733  -1.39638  2.32512
H  2.63008  -2.13516  3.18934
O  2.25276  -2.11604  2.30611
H  -2.69720  1.43710  -2.17319
H  -3.94328  1.25165  -1.24615
O  -3.57803  1.74720  -1.98160
H  0.48943  -2.41237  -4.09302
H  0.87374  -1.63681  -2.85886
O  0.10014  -1.90372  -3.37938
H  3.10417  -1.51859  -2.01688
H  1.83413  -2.21899  -1.27876
O  2.31587  -2.04686  -2.08995
H  -1.78960  -1.61300  3.05807
H  -1.79034  -2.37794  1.67336
O  -1.25977  -2.16026  2.47682
H  -1.47476  -2.31459  -0.98462
H  -0.78385  -3.13671  0.10245
O  -1.56829  -2.58241  -0.06644

Cartesian forces (eV/Å) of the 6 atoms listed first:
0.7 -0.1 0.8
-0.6 0.6 1.4
3.3 1.2 1.0
-1.1 0.4 -1.7
1.3 -2.8 -2.8
-0.9 2.4 -0.2

The total charge is +1. The value obtained for the HOMO-LUMO gap (spin up / spin down) is 10.643 / 4.754 eV. Its spin multiplicity is 2.

(2)
The following is a quantum chemistry calculation of 2 unconnected molecules or ions with the total composition C7H9N in a non-equilibrium geometry, from OMol25.

Positions of all 17 atoms, in Å:
C  -1.37202  -1.03123  -0.72171
C  -0.61645  -1.87388  0.04876
C  -0.56706  -1.33537  1.35473
C  -0.82879  0.04242  1.63522
C  -1.38952  0.76629  0.67354
C  2.97298  1.98849  -0.61493
C  2.89976  0.93084  -1.55092
H  -1.50402  -1.24905  -1.82958
H  -0.37027  -2.90208  -0.28626
H  -0.32897  -2.01644  2.24135
H  -0.90821  0.13605  2.82346
H  -1.82194  1.94634  0.46863
H  2.16924  2.64885  -0.78962
H  3.35487  1.98598  0.34726
H  2.08883  0.86276  -2.45105
H  3.47780  0.12736  -1.58821
N  -1.82154  0.21926  -0.55488

Cartesian forces (eV/Å) of the 6 atoms listed first:
-0.4 0.9 -5.2
-0.8 0.6 2.4
1.0 -1.4 0.7
0.0 -3.4 4.6
-4.3 4.5 -5.3
-2.3 -4.1 -4.6

Its SMILES is c1ccncc1.C=C. The value obtained for the HOMO-LUMO gap is 10.400 eV. Its spin multiplicity is 1.

(3)
The following is a quantum chemistry calculation of 9 unconnected molecules or ions with the total composition C12H42N10O9 in a non-equilibrium geometry, from OMol25.

Positions of all 73 atoms, in Å:
C  2.39700  -24.10400  6.78600
C  2.41000  -22.61400  7.01200
O  2.64300  -21.84500  5.78700
H  3.24500  -24.57400  6.34000
H  1.62500  -24.44400  6.04100
H  2.22500  -24.59100  7.73700
H  3.02400  -22.29200  7.85800
H  1.32700  -22.39300  7.32200
H  3.42600  -22.17200  5.36200
C  7.49200  -23.56300  2.88300
C  7.88200  -22.23300  2.31700
O  6.69800  -21.42800  2.25300
H  6.50900  -23.90200  2.52300
H  7.24500  -23.44000  3.92800
H  8.22100  -24.36100  2.79400
H  8.34700  -22.34800  1.34100
H  8.64000  -21.72900  2.93400
H  6.91400  -20.60400  1.79500
C  5.02100  -24.36000  -1.90100
C  5.91300  -23.49100  -1.03600
O  5.29900  -23.10100  0.14100
H  3.97900  -23.97900  -1.99000
H  4.94000  -25.36400  -1.59700
H  5.22700  -24.37600  -2.98900
H  6.15100  -22.57700  -1.54700
H  6.87200  -24.00100  -0.88800
H  5.90200  -22.77000  0.78600
C  -0.39100  -24.36600  2.69900
O  -1.77300  -24.38000  2.80000
N  0.21600  -24.13000  1.56800
N  0.37700  -24.47600  3.68100
H  -0.35400  -24.12500  0.69500
H  1.22800  -24.14500  1.48000
H  -0.09100  -24.66200  4.59600
H  1.39500  -24.53100  3.57800
C  1.59600  -21.12900  1.02200
O  2.79400  -20.98500  0.41700
N  1.40400  -21.55100  2.21500
N  0.53700  -20.35100  0.82700
H  2.29200  -21.94500  2.61900
H  0.76100  -22.32900  2.11400
H  0.60200  -19.84300  -0.13100
H  -0.38900  -20.78100  0.84400
C  3.07000  -18.17300  2.39500
O  4.16100  -18.55000  1.67100
N  2.66500  -18.82700  3.43000
N  1.91200  -18.04700  1.82900
H  3.38400  -19.37300  3.90300
H  2.64700  -18.12500  4.18900
H  1.93200  -18.18800  0.76700
H  1.47300  -17.06000  1.78400
C  5.66100  -20.49800  5.23800
O  4.93100  -19.86600  4.24000
N  5.50500  -20.18500  6.49800
N  6.45500  -21.45600  4.99500
H  5.02000  -19.31400  6.80100
H  6.10700  -20.64800  7.21700
H  6.63600  -21.71800  3.98400
H  7.28900  -21.45600  5.65600
C  3.91400  -23.39000  3.49700
O  3.10300  -24.55000  3.30000
N  3.94500  -22.36800  2.67700
N  4.61700  -23.23900  4.61400
H  3.71400  -22.53000  1.63600
H  4.54300  -21.59000  2.86100
H  4.59100  -23.96800  5.24500
H  5.39200  -22.54100  4.78900
C  2.73400  -25.37300  0.41000
O  2.78700  -23.96800  0.47500
H  2.67000  -25.66200  -0.61300
H  1.92800  -25.87800  0.92200
H  3.65500  -25.78100  0.87500
H  3.73100  -23.79700  0.26700

Cartesian forces (eV/Å) of the 6 atoms listed first:
-1.0 -0.8 -0.7
-2.1 0.8 -1.2
-1.4 0.1 2.1
1.1 0.0 0.1
0.3 0.7 1.0
-0.2 -0.3 0.2

Its SMILES is NC(N)=O.NC(N)=O.NC(N)=O.NC(N)=O.NC(N)=O.CCO.CCO.CCO.CO. The value obtained for the HOMO-LUMO gap is 7.371 eV. Its spin multiplicity is 1.

(4)
The following is a quantum chemistry calculation of 4 unconnected molecules or ions with the total composition C19H28B2NO3PS in a non-equilibrium geometry, from OMol25.

Positions of all 55 atoms, in Å:
N  3.12661  2.47766  7.43988
B  2.64672  1.60996  6.39421
O  3.33388  1.52796  5.23531
P  1.10986  0.45556  6.49078
S  -0.17209  1.99480  5.44171
C  2.10086  -0.86059  7.50985
B  3.11083  -1.74307  6.66380
O  4.27050  -2.15197  7.22218
O  2.86280  -2.17076  5.39866
H  4.04551  2.18227  7.75213
H  2.52333  2.47254  8.25231
H  4.12224  2.09717  5.27858
H  0.13267  0.49750  7.49812
H  0.89666  -0.46902  5.46396
H  0.69078  2.60106  4.61993
H  2.66727  -0.31691  8.25859
H  1.40295  -1.48843  8.04899
H  4.34605  -1.77816  8.11485
H  2.70210  -1.44617  4.77880
C  0.84810  -1.95434  0.83568
C  -0.22172  -1.16898  0.43011
C  -0.46272  0.05073  1.04697
C  0.37035  0.48612  2.06576
C  1.44369  -0.29597  2.46705
C  1.68221  -1.51854  1.85597
H  1.03355  -2.90614  0.35570
H  -0.86926  -1.50685  -0.36830
H  -1.30030  0.65971  0.73377
H  0.18950  1.43528  2.54685
H  2.09827  0.05916  3.25604
H  2.51734  -2.13116  2.17134
C  -1.07346  0.05531  -3.79097
C  -2.14410  0.83998  -4.19521
C  -2.38374  2.05872  -3.57804
C  -1.54796  2.49608  -2.56031
C  -0.47625  1.71265  -2.15762
C  -0.24043  0.49069  -2.77077
H  -0.88931  -0.89747  -4.27098
H  -2.79419  0.49962  -4.99062
H  -3.22158  2.66816  -3.89018
H  -1.73253  3.44822  -2.08053
H  0.17532  2.05260  -1.36360
H  0.59211  -0.12219  -2.45139
C  -2.88988  -2.22189  -9.37686
C  -3.96054  -1.43768  -9.78091
C  -4.19860  -0.21747  -9.16565
C  -3.36223  0.22120  -8.14963
C  -2.29083  -0.56217  -7.74691
C  -2.05560  -1.78484  -8.35853
H  -2.70577  -3.17434  -9.85581
H  -4.61004  -1.77786  -10.57641
H  -5.03586  0.39216  -9.47844
H  -3.54489  1.17518  -7.67190
H  -1.63644  -0.21794  -6.95680
H  -1.22173  -2.39714  -8.04151

Cartesian forces (eV/Å) of the 6 atoms listed first:
-0.5 -1.0 0.3
-0.2 0.7 0.2
0.7 -0.2 -0.4
0.6 -1.1 0.7
-0.8 0.7 -0.1
0.3 0.5 -0.8

Its SMILES is NB(O)[PH2](S)CB(O)O.c1ccccc1.c1ccccc1.c1ccccc1. The value obtained for the HOMO-LUMO gap is 8.264 eV. Its spin multiplicity is 1.